{
  "formula": "C29H34CsN3O8",
  "method": "ωB97M-V/def2-TZVPD",
  "symbols": ["Cs", "O", "C", "O", "C", "C", "C", "C", "C", "O", "C", "C", "O", "O", "H", "H", "H", "H", "H", "H", "H", "H", "C", "N", "C", "C", "C", "N", "C", "C", "O", "H", "H", "H", "H", "H", "H", "H", "H", "H", "H", "H", "H", "C", "C", "C", "C", "C", "C", "N", "C", "C", "C", "C", "C", "C", "C", "O", "O", "C", "C", "H", "H", "H", "H", "H", "H", "H", "H", "H", "H", "H", "H", "H", "H"],
  "coordinates": [[0.32155, -0.75581, 0.43041], [2.41520, -4.67664, -0.00367], [2.25930, -3.52394, -0.43680], [2.56101, -2.43164, 0.12094], [1.72846, -3.44087, -1.89884], [1.81409, -2.06267, -2.57655], [2.03822, -2.25533, -4.08165], [0.66369, -2.83772, -4.49937], [-0.12999, -2.72887, -3.18198], [0.45709, -1.56527, -2.57017], [0.25561, -3.85288, -2.20779], [-0.83382, -3.89966, -1.10061], [-1.89069, -4.46884, -1.45878], [-0.61381, -3.31981, -0.01295], [2.37979, -4.13387, -2.43999], [2.46982, -1.35777, -2.07184], [2.22329, -1.29516, -4.56799], [2.87472, -2.92185, -4.29600], [0.19875, -2.24153, -5.28710], [0.72370, -3.87159, -4.84254], [-1.20294, -2.59156, -3.29541], [0.21067, -4.81887, -2.71078], [-3.52922, -2.70216, 1.06021], [-4.20167, -1.62642, 1.78058], [-5.63253, -1.58179, 1.57921], [-6.29065, -0.60704, 2.53091], [-5.58340, 0.72608, 2.42009], [-4.17314, 0.55900, 2.68451], [-3.42422, 1.80586, 2.81379], [-3.47174, -0.53578, 2.19080], [-2.25007, -0.52328, 2.17596], [-3.88268, -3.66927, 1.42321], [-2.45152, -2.65987, 1.16520], [-3.74299, -2.64734, -0.01193], [-6.02433, -2.59242, 1.72525], [-5.86479, -1.30331, 0.53937], [-6.20472, -0.97645, 3.55582], [-7.35073, -0.50203, 2.29008], [-5.98188, 1.43765, 3.14891], [-5.75189, 1.16407, 1.42312], [-3.85457, 2.38711, 3.63346], [-3.43478, 2.39506, 1.89494], [-2.38388, 1.58552, 3.02123], [-0.65816, 10.66137, 2.31405], [-0.71551, 9.15802, 2.40297], [-0.51618, 8.53206, 3.62572], [-0.58016, 7.14899, 3.72878], [-0.81559, 6.38496, 2.60123], [-0.99688, 6.99555, 1.35975], [-1.24573, 6.18329, 0.20992], [-0.05485, 5.70325, -0.42422], [0.69637, 6.55111, -1.23599], [1.83831, 6.09521, -1.87352], [2.24070, 4.77568, -1.71253], [1.49705, 3.93329, -0.90227], [0.35003, 4.37090, -0.24782], [-0.41562, 3.36282, 0.62965], [-1.63623, 3.61067, 0.82675], [0.25495, 2.41773, 1.07922], [-0.97507, 8.38986, 1.25819], [-1.27335, 9.07150, -0.05115], [-0.33615, 11.09007, 3.26342], [-1.63468, 11.08769, 2.06796], [0.03635, 10.99080, 1.53798], [-0.31227, 9.13403, 4.50495], [-0.43361, 6.66343, 4.68565], [-0.86060, 5.30342, 2.65866], [-1.72932, 5.32024, 0.50551], [0.36258, 7.57068, -1.38154], [2.40667, 6.76684, -2.50730], [3.12813, 4.40725, -2.21282], [1.80396, 2.90822, -0.73947], [-1.74984, 8.36701, -0.72991], [-0.36643, 9.45114, -0.53101], [-1.93524, 9.92702, 0.09905]],
  "forces_ev_per_angstrom": [[-0.1, 0.5, 0.3], [0.0, 0.0, 0.0], [0.0, 0.0, 0.0], [0.1, -0.1, -0.1], [0.0, 0.0, 0.0], [0.0, 0.0, 0.0], [0.0, 0.0, 0.0], [0.0, 0.0, 0.0], [0.0, 0.0, 0.0], [0.0, -0.1, 0.0], [0.0, 0.0, 0.0], [0.0, 0.0, 0.0], [0.0, 0.0, 0.0], [0.0, -0.2, -0.1], [0.0, 0.0, 0.0], [0.0, 0.0, 0.0], [0.0, 0.0, 0.0], [0.0, 0.0, 0.0], [0.0, 0.0, 0.0], [0.0, 0.0, 0.0], [0.0, 0.0, 0.0], [0.0, 0.0, 0.0], [0.0, 0.0, -0.1], [0.0, 0.0, 0.0], [0.0, 0.0, 0.0], [0.0, 0.0, 0.0], [0.0, 0.0, 0.0], [0.1, 0.0, 0.0], [0.0, -0.1, 0.0], [0.0, 0.1, 0.0], [0.0, -0.2, 0.0], [0.0, 0.0, 0.0], [0.0, 0.0, 0.1], [0.0, 0.0, 0.0], [0.0, 0.0, 0.0], [0.0, 0.0, 0.0], [0.0, 0.0, 0.0], [0.0, 0.0, 0.0], [0.0, 0.0, 0.0], [0.0, 0.0, 0.0], [0.0, 0.0, 0.0], [0.0, 0.0, 0.0], [0.0, 0.0, 0.0], [0.0, 0.0, 0.0], [0.0, 0.0, 0.0], [0.0, 0.0, 0.0], [0.0, 0.0, 0.0], [0.0, 0.0, 0.0], [-0.1, 0.1, -0.1], [0.1, 0.0, 0.0], [-0.1, -0.1, 0.0], [0.0, 0.1, 0.0], [0.0, 0.0, 0.0], [0.0, 0.0, 0.0], [0.0, 0.0, 0.0], [0.0, 0.0, -0.1], [0.2, 0.1, 0.2], [0.0, 0.0, 0.0], [-0.2, 0.0, -0.2], [0.0, 0.1, 0.0], [0.0, 0.0, 0.1], [0.0, 0.0, 0.0], [0.0, 0.0, 0.0], [0.0, 0.0, 0.0], [0.0, 0.0, 0.0], [0.0, 0.0, 0.0], [0.0, 0.0, 0.0], [0.0, 0.0, 0.0], [0.0, -0.1, 0.0], [0.0, 0.0, 0.0], [0.0, 0.0, 0.0], [0.0, 0.0, 0.0], [0.0, 0.0, 0.0], [0.0, 0.0, 0.0], [0.0, 0.0, 0.0]],
  "total_energy_ev": -52028.364,
  "gap_ev": 6.3,
  "e_lumo_ev": 3.8,
  "multiplicity": 1,
  "e_above_lowest_ev": 0.630,
  "total_charge": -2,
  "max_force_ev_per_a": 0.6
}

---

{
  "formula": "C29H34HfN10O3S",
  "method": "ωB97M-V/def2-TZVPD",
  "symbols": ["Hf", "C", "C", "C", "C", "C", "C", "N", "C", "C", "C", "C", "C", "C", "N", "N", "C", "C", "C", "C", "C", "N", "H", "H", "H", "H", "H", "H", "H", "H", "H", "H", "H", "H", "H", "N", "C", "S", "N", "N", "C", "C", "C", "C", "C", "C", "C", "O", "H", "H", "H", "H", "H", "H", "H", "N", "C", "C", "N", "H", "H", "H", "H", "H", "H", "H", "H", "H", "N", "C", "C", "O", "O", "H", "H", "H", "H", "H"],
  "coordinates": [[-1.05775, -0.18923, -0.28593], [-3.12266, 2.65401, -4.63268], [-1.76771, 2.84162, -4.41123], [-1.03947, 1.90740, -3.69743], [-1.67588, 0.77302, -3.20042], [-3.03300, 0.57197, -3.45080], [-3.75228, 1.51305, -4.16185], [-0.99633, -0.18364, -2.41413], [-0.10613, -1.01110, -2.93893], [0.36223, -0.98873, -4.28296], [1.31142, -1.87129, -4.70029], [1.85111, -2.84641, -3.82623], [1.40039, -2.95081, -2.54647], [0.39525, -2.06587, -2.07153], [-0.22811, -2.13090, -0.89787], [0.04056, -3.02215, 0.02325], [-0.80634, -2.92788, 1.09134], [-0.91913, -4.00285, 1.99151], [-1.83280, -3.92142, 3.01877], [-2.59518, -2.76371, 3.16704], [-2.40888, -1.73771, 2.26173], [-1.54169, -1.80418, 1.25337], [-3.69011, 3.38746, -5.18029], [-1.26502, 3.71176, -4.80414], [0.01656, 2.04984, -3.51557], [-3.50607, -0.33551, -3.10706], [-4.80171, 1.34725, -4.35318], [-0.04530, -0.25149, -4.95606], [1.66101, -1.83646, -5.72097], [2.61157, -3.51343, -4.19850], [1.77156, -3.71257, -1.87859], [-0.34212, -4.89606, 1.81052], [-1.97814, -4.75131, 3.69226], [-3.32526, -2.66824, 3.95337], [-2.99055, -0.82541, 2.33158], [-4.71382, 2.28305, 0.29133], [-3.53970, 1.71366, -0.02837], [-3.58029, -0.01410, -0.23714], [-2.49238, 2.48624, -0.11292], [-1.27979, 1.93732, -0.36087], [-0.31063, 2.78085, -0.55034], [1.05405, 2.43039, -0.78122], [1.94204, 3.46038, -1.14598], [3.26170, 3.20495, -1.43282], [3.72927, 1.89345, -1.38295], [2.89264, 0.87065, -0.99461], [1.55375, 1.10465, -0.64013], [0.84017, 0.11309, -0.14908], [-5.54779, 1.72088, 0.23849], [-4.79719, 3.28732, 0.30145], [-0.56375, 3.84056, -0.55488], [1.56012, 4.46917, -1.21212], [3.92671, 4.01134, -1.69923], [4.75542, 1.67739, -1.63851], [3.24189, -0.15093, -0.95902], [2.84111, -3.84590, 3.60332], [3.29974, -2.45807, 3.29391], [2.24097, -1.69849, 2.45437], [2.67526, -0.39871, 2.04846], [3.50761, -4.34759, 4.20850], [2.72770, -4.36705, 2.72342], [1.92537, -3.80799, 4.07199], [4.24521, -2.51071, 2.74937], [3.46724, -1.92638, 4.23262], [1.33076, -1.58344, 3.05006], [1.99320, -2.27214, 1.55727], [3.36922, -0.42401, 1.31592], [3.00952, 0.16617, 2.81597], [0.14565, 3.00749, 4.44378], [-0.33483, 2.74072, 3.09373], [-0.26369, 1.23059, 2.89582], [0.39406, 0.62141, 3.84903], [-0.77565, 0.64561, 1.95732], [-0.61418, 3.03719, 5.11496], [0.65571, 3.87936, 4.49976], [0.64044, 1.36964, 4.48996], [0.34196, 3.18371, 2.35552], [-1.34883, 3.08928, 2.86227]],
  "forces_ev_per_angstrom": [[-2.0, -0.9, 2.0], [-0.1, 0.0, 0.0], [0.0, 0.1, -0.1], [-0.1, -0.3, 0.2], [-0.6, 0.5, -0.7], [0.3, -0.1, -0.1], [0.0, 0.1, 0.0], [0.4, -0.2, -0.2], [0.1, -0.5, 0.1], [0.1, 0.1, -0.2], [-0.4, 0.4, 0.1], [0.1, -0.3, 0.6], [0.2, -0.2, -0.2], [0.0, -0.1, -0.5], [0.4, -1.7, 0.4], [0.6, 0.1, -1.5], [-0.7, 0.1, 0.7], [0.2, 0.3, -0.3], [-0.1, 0.3, 0.0], [0.2, 0.0, -0.2], [-0.4, 0.0, 0.6], [0.4, -0.9, -0.2], [0.0, 0.1, -0.1], [0.0, 0.1, 0.0], [0.1, 0.0, 0.0], [0.0, 0.0, 0.1], [-0.1, 0.0, 0.0], [0.0, 0.0, -0.1], [0.0, 0.0, -0.1], [0.1, -0.1, 0.0], [0.0, -0.1, 0.0], [0.0, -0.1, -0.1], [0.0, -0.1, 0.1], [-0.1, 0.0, 0.0], [0.1, -0.1, 0.0], [-0.2, 0.0, -0.1], [0.6, 0.2, -0.1], [-0.5, -0.1, 0.1], [-1.0, 1.3, 0.3], [0.6, 1.2, -0.6], [-1.0, -0.1, 0.1], [0.7, -0.6, 0.0], [-0.2, -0.3, 0.0], [0.1, 0.0, 0.0], [-0.1, 0.2, 0.0], [-0.4, -0.1, 0.1], [1.3, 1.1, -0.3], [1.0, 0.6, -0.1], [0.1, 0.2, 0.0], [0.1, 0.0, 0.0], [-0.1, -0.1, 0.1], [0.0, 0.1, 0.0], [0.0, 0.1, -0.1], [0.1, 0.0, 0.0], [0.1, -0.1, 0.0], [-0.1, -0.3, 0.1], [0.0, 1.0, -0.4], [0.1, -0.3, 0.3], [0.3, 0.2, 0.1], [-0.3, 0.1, -0.2], [0.0, 0.0, 0.3], [0.2, -0.2, -0.1], [-0.1, -0.2, 0.1], [0.0, -0.2, 0.0], [-0.1, -0.1, 0.0], [-0.1, -0.1, 0.0], [0.0, 0.1, 0.0], [0.0, 0.1, 0.0], [-0.1, 0.4, 0.1], [-0.1, -0.2, -0.1], [-0.2, 0.3, -0.3], [0.1, -0.3, 0.1], [0.1, 0.0, 0.3], [0.0, 0.2, 0.0], [0.0, 0.0, 0.1], [-0.1, -0.1, -0.3], [-0.1, 0.0, 0.1], [0.2, -0.1, 0.1]],
  "total_energy_ev": -63801.122,
  "gap_ev": [5.7, 5.8],
  "e_lumo_ev": [-6.5, -6.5],
  "multiplicity": 1,
  "e_above_lowest_ev": 1.655,
  "total_charge": 2,
  "max_force_ev_per_a": 3.0
}

---

{
  "formula": "C29H34N3O4P2PtS",
  "method": "ωB97M-V/def2-TZVPD",
  "symbols": ["Pt", "C", "P", "C", "C", "C", "C", "C", "C", "C", "P", "C", "C", "H", "H", "H", "H", "H", "H", "H", "H", "H", "H", "H", "H", "H", "H", "H", "H", "C", "C", "C", "C", "C", "C", "C", "O", "C", "C", "C", "H", "H", "H", "H", "H", "H", "H", "H", "H", "H", "H", "H", "O", "S", "O", "O", "C", "N", "C", "C", "C", "N", "C", "C", "C", "N", "C", "C", "H", "H", "H", "H", "H", "H"],
  "coordinates": [[0.46007, -1.69836, 1.02127], [0.42760, -1.30294, 4.50307], [-0.55329, -1.82547, 3.06312], [-2.18376, -1.11009, 3.40685], [-0.72389, -3.62869, 3.29177], [-1.67700, -4.17024, 4.14892], [-1.79029, -5.54385, 4.30470], [-0.94129, -6.39054, 3.60838], [0.01317, -5.86175, 2.75236], [0.12949, -4.48586, 2.57887], [1.33658, -3.76971, 1.40953], [2.92844, -3.87493, 2.28293], [1.52564, -5.00044, 0.09039], [-0.01798, -1.68580, 5.42247], [0.46215, -0.21385, 4.54642], [1.44602, -1.67741, 4.41675], [-2.50038, -1.28903, 4.43488], [-2.92154, -1.51604, 2.71603], [-2.11668, -0.03358, 3.24660], [-2.34656, -3.52168, 4.69944], [-2.54291, -5.95116, 4.96637], [-1.02594, -7.46263, 3.72541], [0.66315, -6.53782, 2.21086], [3.07482, -4.88360, 2.67260], [2.95966, -3.16346, 3.10574], [3.73602, -3.63865, 1.58923], [1.99157, -5.91240, 0.46508], [2.15744, -4.57248, -0.68719], [0.55437, -5.23209, -0.34447], [2.96825, 4.43505, -2.24786], [2.72727, 2.95462, -2.29447], [3.78181, 2.05831, -2.32465], [3.56705, 0.68795, -2.31081], [4.77740, -0.22010, -2.32752], [2.24666, 0.19786, -2.23966], [2.14219, -1.25278, -2.04404], [1.31404, -1.85550, -1.37172], [1.14860, 1.09796, -2.29069], [-0.86860, -0.08347, -1.19306], [1.42614, 2.45207, -2.30885], [3.91559, 4.69961, -2.71531], [3.00583, 4.77279, -1.20977], [2.16828, 4.98387, -2.74303], [4.79863, 2.43198, -2.36154], [5.68006, 0.37649, -2.43823], [4.74719, -0.92593, -3.15827], [4.87329, -0.79186, -1.40313], [2.93656, -1.84844, -2.51446], [-0.69307, -1.14835, -1.26161], [-1.94402, 0.06860, -1.13184], [0.72512, 0.41968, 0.00545], [0.61104, 3.16009, -2.36205], [-4.41564, 5.75900, 0.96525], [-4.68554, 6.39888, -0.30837], [-3.89433, 7.61750, -0.43705], [-6.09623, 6.66818, -0.48520], [-4.13738, 5.31758, -1.61741], [-4.64313, 5.57545, -2.80603], [-4.17012, 4.79542, -3.78004], [-3.23691, 3.80396, -3.55185], [-2.78115, 3.62137, -2.24861], [-3.25019, 4.40516, -1.27459], [-1.78558, 2.57686, -1.83967], [-1.40109, 2.61341, -0.41427], [-0.70953, 1.75949, 0.34913], [-0.29873, 0.44380, 0.03938], [-0.31105, 0.63560, -2.44481], [-1.26614, 1.75435, -2.76280], [-4.56012, 4.97975, -4.77367], [-2.89025, 3.20458, -4.37912], [-1.69903, 3.52347, 0.08755], [-0.43492, 2.07299, 1.34985], [-0.32466, -0.07323, -3.27607], [-1.58829, 1.83051, -3.79287]],
  "forces_ev_per_angstrom": [[-0.2, -0.2, 0.6], [0.0, 0.0, 0.0], [0.1, -0.1, -0.2], [0.0, 0.0, 0.0], [0.0, 0.0, 0.0], [0.0, 0.0, 0.0], [0.0, 0.0, 0.0], [0.0, 0.0, 0.0], [0.0, 0.0, 0.0], [0.0, 0.0, 0.0], [-0.2, 0.4, 0.1], [0.0, 0.0, 0.0], [0.0, 0.0, 0.0], [0.0, 0.0, 0.0], [0.0, 0.0, 0.0], [0.0, 0.0, 0.0], [0.0, 0.0, 0.0], [0.0, 0.0, 0.0], [0.0, 0.0, 0.0], [0.0, 0.0, 0.0], [0.0, 0.0, 0.0], [0.0, 0.0, 0.0], [0.0, 0.0, 0.0], [0.0, 0.0, 0.0], [0.0, 0.0, 0.0], [0.0, 0.0, 0.0], [0.0, 0.0, 0.0], [0.0, 0.0, 0.0], [0.0, 0.0, 0.0], [0.0, 0.0, 0.0], [0.0, 0.0, 0.0], [0.0, 0.0, 0.0], [0.0, 0.0, 0.0], [-0.1, 0.0, 0.0], [0.0, 0.1, 0.1], [-0.1, -0.2, 0.0], [0.2, 0.2, -0.2], [0.0, -0.1, -0.1], [0.0, 0.1, 0.0], [0.1, 0.1, 0.0], [0.0, 0.0, 0.0], [0.0, 0.0, 0.0], [0.0, 0.0, 0.0], [0.0, 0.0, 0.0], [0.0, 0.0, 0.0], [0.0, 0.0, 0.0], [0.0, 0.0, 0.0], [0.0, 0.0, -0.1], [0.0, 0.0, 0.0], [0.0, 0.0, 0.0], [0.0, 0.2, -0.1], [0.0, 0.0, 0.0], [0.0, -0.1, -0.1], [-0.1, 0.4, 0.4], [0.0, -0.1, 0.0], [0.1, -0.1, -0.1], [0.0, -0.2, -0.3], [0.1, -0.1, 0.1], [-0.1, 0.1, 0.0], [0.0, 0.0, -0.1], [0.1, -0.1, 0.1], [-0.1, 0.1, 0.0], [-0.1, 0.1, 0.0], [0.0, 0.0, -0.1], [-0.1, 0.0, 0.2], [0.3, -0.5, -0.2], [0.0, 0.1, 0.1], [0.1, -0.1, 0.0], [0.0, 0.0, 0.0], [0.0, 0.0, 0.0], [0.0, 0.0, 0.0], [0.0, 0.0, 0.0], [-0.1, 0.0, 0.0], [0.0, 0.0, 0.0]],
  "total_energy_ev": -75936.675,
  "gap_ev": [6.4, 5.5],
  "e_lumo_ev": [-2.8, -5.7],
  "s_squared": 2.021,
  "multiplicity": 3,
  "e_above_lowest_ev": 1.925,
  "total_charge": 1,
  "max_force_ev_per_a": 0.7
}